10
Properties=species:S:1:pos:R:3:forces:R:3 method="wB97M-V/def2-TZVPD" homo_energy_ev=-8.01 gap_ev=8.68 lumo_energy_ev=0.7 max_force_ev_per_a=3.65 e_above_lowest_ev=4.399 e_tot_ha=-648.74225
C -1.303 0.699 0.571 -0.9 2.3 2.7
C -1.083 -1.047 -1.147 -0.2 -2.1 1.4
N -1.279 -0.201 -0.192 -0.7 -0.8 -1.9
N 2.288 0.961 0.850 1.3 -1.3 -2.1
Cl 1.737 0.938 -0.878 -0.1 0.5 1.0
H -2.077 1.012 1.379 1.3 -1.0 -1.7
H -0.760 -2.024 -0.725 0.2 0.7 -0.7
H 2.643 -0.004 0.773 0.6 0.5 0.7
H -1.668 -1.130 -2.064 0.2 0.9 0.3
H 1.504 0.796 1.433 -1.7 0.3 0.3


21
Properties=species:S:1:pos:R:3:forces:R:3 method="wB97M-V/def2-TZVPD" homo_energy_ev=-9.03 gap_ev=9.33 lumo_energy_ev=0.3 smiles=CCSC.O.O.O max_force_ev_per_a=0.71 e_above_lowest_ev=0.541 e_tot_ha=-746.58802
C 1.212 0.749 1.910 0.1 -0.1 -0.4
C 0.691 -0.122 0.774 0.1 -0.4 0.0
S -1.052 0.246 0.458 -0.2 -0.1 0.1
C -1.606 -1.356 -0.175 0.2 -0.2 0.7
H 2.289 0.853 1.802 0.1 0.2 0.1
H 0.746 1.735 1.878 0.1 0.0 0.2
H 1.027 0.263 2.855 -0.3 0.1 0.4
H 1.280 0.034 -0.128 -0.1 0.1 -0.2
H 0.774 -1.187 1.029 0.0 0.2 0.0
H -1.348 -2.161 0.529 0.1 0.2 -0.2
H -1.149 -1.542 -1.135 -0.1 -0.2 -0.3
H -2.690 -1.359 -0.230 -0.1 0.2 -0.3
H -1.844 -0.299 2.685 0.0 0.0 0.1
H -1.698 -1.593 3.482 0.0 0.0 0.0
O -2.063 -0.706 3.541 0.1 0.0 -0.2
H 3.814 -0.314 -2.605 0.1 0.0 0.0
H 3.629 0.857 -3.573 0.1 0.0 0.0
O 3.342 -0.044 -3.397 -0.2 0.1 0.0
H -0.263 0.334 -2.613 -0.2 0.1 0.1
H 0.934 0.989 -3.224 0.0 0.1 -0.1
O -0.016 1.126 -3.102 0.4 -0.2 0.1